i) 8
Properties=species:S:1:pos:R:3:lowdin_charge:R:1 method="wB97M-V/def2-TZVPD" spin_multiplicity=1 smiles=N#Cc1nnco1 homo_ev=-11.10 homo_lumo_gap_ev=10.8
C 2.05 -0.06 0.19 -0.05
C 0.51 0.02 0.28 -0.30
C -1.54 -0.28 -0.04 -0.18
H -2.46 -0.98 -0.25 0.18
N 3.20 0.14 -0.20 0.14
N -0.02 1.17 0.09 0.08
N -1.33 0.98 -0.08 0.05
O -0.41 -0.99 0.02 0.07

ii) 8
Properties=species:S:1:pos:R:3:lowdin_charge:R:1 method="wB97M-V/def2-TZVPD" spin_multiplicity=1 smiles=C#Cc1nnon1 homo_ev=-10.86 homo_lumo_gap_ev=10.6
C 2.26 -0.37 0.32 0.22
C 1.09 0.05 0.43 -0.01
C -0.25 0.13 0.03 -0.43
H 3.20 -0.42 0.39 -0.04
N -0.78 -0.22 -1.21 0.15
N -2.01 -0.09 -0.96 -0.05
N -1.13 0.63 0.81 0.16
O -2.39 0.28 0.19 0.01

Which is most stable, and by how much? i), by 75.4 kcal/mol.

i) 22
Properties=species:S:1:pos:R:3:lowdin_charge:R:1 method="wB97M-V/def2-TZVPD" spin_multiplicity=1 homo_ev=-7.54 homo_lumo_gap_ev=8.4
C -1.69 0.19 -1.42 -0.14
C -2.08 1.44 0.64 -0.14
C -0.25 -1.21 1.15 0.02
N -1.19 0.60 -0.12 -0.27
H -0.96 -0.49 -1.86 0.06
H -1.86 1.04 -2.09 0.07
H -2.64 -0.34 -1.30 0.07
H -2.39 2.34 0.08 0.07
H -2.98 0.88 0.90 0.07
H -1.58 1.77 1.55 0.07
H 0.03 -0.37 1.77 0.06
H 0.10 -2.14 1.62 0.04
H -1.31 -1.41 1.00 0.06
C 1.94 -0.27 -0.14 -0.61
N 1.60 0.96 0.09 0.07
N 3.22 -0.63 -0.58 0.11
N 1.03 -1.26 -0.06 0.05
H 2.35 1.63 -0.07 0.04
H -0.23 0.98 -0.17 0.04
H 3.95 0.05 -0.43 0.09
H 3.52 -1.58 -0.41 0.08
H 1.42 -2.19 -0.15 0.09

ii) 22
Properties=species:S:1:pos:R:3:lowdin_charge:R:1 method="wB97M-V/def2-TZVPD" spin_multiplicity=1 smiles="[H]/N=C(/C)N(C)C.NN" homo_ev=-7.26 homo_lumo_gap_ev=8.1
C -1.56 -0.42 1.30 -0.08
C -0.22 -2.05 0.12 -0.07
N -0.43 -0.61 0.37 -0.25
H -0.72 0.29 -0.96 0.13
H -1.30 -0.72 2.31 0.09
H -2.43 -0.99 0.96 0.09
H -1.87 0.63 1.29 0.09
H 0.14 -2.54 1.02 0.09
H -1.15 -2.54 -0.17 0.09
H 0.47 -2.19 -0.72 0.08
C 0.73 1.37 1.52 -0.04
N -0.23 1.17 -1.64 -0.17
C 0.80 0.17 0.60 -0.46
N 0.32 0.62 -2.85 -0.12
N 1.95 -0.12 0.10 0.14
H 0.44 1.85 -1.26 0.04
H -0.25 0.87 -3.66 0.04
H 1.24 1.03 -3.03 0.05
H 1.88 -0.86 -0.59 0.03
H 1.73 1.71 1.78 0.08
H 0.20 2.20 1.04 0.08
H 0.25 1.13 2.47 0.07

Which is most stable, and by how much? i), by 18.6 kcal/mol.

i) 50
Properties=species:S:1:pos:R:3:lowdin_charge:R:1 method="wB97M-V/def2-TZVPD" spin_multiplicity=1 smiles="C/C(Br)=C(/Br)PCCC(F)(F)F.CCOS(C)(=O)=O.CCOS(C)(=O)=O" homo_ev=-8.25 homo_lumo_gap_ev=8.7
C 1.96 -0.84 -3.50 -0.16
C 1.45 0.11 -4.54 -0.85
Br 2.41 1.77 -4.72 0.68
C 0.45 -0.16 -5.33 -0.96
Br -0.09 1.10 -6.68 0.69
P -0.43 -1.77 -5.20 0.93
C -2.21 -1.46 -5.63 -0.41
C -3.14 -1.10 -4.45 -0.13
C -3.13 0.36 -4.03 -0.69
F -2.47 0.56 -2.91 0.15
F -4.40 0.73 -3.77 0.11
F -2.70 1.19 -4.95 0.12
H 2.55 -0.26 -2.80 0.05
H 1.18 -1.34 -2.94 0.04
H 2.63 -1.55 -3.99 0.10
H -0.42 -2.15 -3.84 -0.05
H -2.58 -2.40 -6.04 0.06
H -2.30 -0.70 -6.41 0.04
H -4.16 -1.32 -4.77 0.12
H -2.97 -1.71 -3.57 0.12
O 1.58 -1.28 -0.33 -0.28
S 2.62 -0.81 0.54 0.57
O 4.00 -0.97 0.20 -0.27
O 2.37 -1.41 2.00 -0.26
C 2.21 -2.83 2.14 -0.26
C 3.54 -3.55 2.09 -0.07
C 2.31 0.87 0.94 -0.11
H 1.53 -3.21 1.37 0.11
H 1.74 -2.99 3.10 0.12
H 3.99 -3.49 1.10 0.07
H 3.41 -4.61 2.33 0.08
H 4.25 -3.12 2.79 0.08
H 1.27 0.98 1.24 0.05
H 2.50 1.46 0.04 0.08
H 2.98 1.18 1.73 0.08
O -0.22 1.38 3.20 -0.28
S -0.80 1.36 4.51 0.57
O -1.89 0.49 4.82 -0.27
O -1.18 2.85 4.92 -0.26
C -2.00 3.61 4.02 -0.25
C -3.47 3.22 4.12 -0.07
C 0.48 1.12 5.70 -0.12
H -1.64 3.51 2.99 0.11
H -1.88 4.65 4.30 0.12
H -3.63 2.21 3.75 0.07
H -4.08 3.90 3.53 0.08
H -3.80 3.25 5.16 0.08
H 1.29 1.82 5.49 0.08
H 0.83 0.09 5.60 0.08
H 0.06 1.28 6.69 0.08

ii) 50
Properties=species:S:1:pos:R:3:lowdin_charge:R:1 method="wB97M-V/def2-TZVPD" spin_multiplicity=1 smiles="C/C(Br)=C(/Br)PCCC(F)(F)F.CCOS(C)(=O)=O.CCOS(C)(=O)=O" homo_ev=-8.27 homo_lumo_gap_ev=8.7
C -2.11 -2.74 -2.16 -0.16
C -1.38 -4.04 -2.08 -0.84
Br -1.91 -5.15 -0.63 0.70
C -0.46 -4.44 -2.97 -0.98
Br 0.36 -6.15 -2.86 0.71
P -0.05 -3.44 -4.45 0.92
C 1.76 -3.67 -4.73 -0.42
C 2.70 -2.70 -4.01 -0.14
C 3.02 -3.02 -2.57 -0.61
F 2.31 -2.27 -1.71 0.12
F 4.33 -2.76 -2.32 0.11
F 2.82 -4.31 -2.25 0.10
H -2.53 -2.53 -1.19 0.04
H -1.48 -1.90 -2.43 0.04
H -2.94 -2.85 -2.85 0.09
H -0.10 -2.12 -3.98 -0.05
H 1.90 -3.52 -5.79 0.06
H 2.04 -4.70 -4.51 0.03
H 3.65 -2.70 -4.54 0.12
H 2.34 -1.68 -4.05 0.11
O -1.84 0.20 -0.86 -0.28
S -2.71 0.54 0.22 0.56
O -4.09 0.14 0.20 -0.27
O -2.62 2.10 0.48 -0.26
C -2.82 2.98 -0.64 -0.25
C -4.29 3.15 -0.99 -0.07
C -1.99 0.01 1.73 -0.11
H -2.25 2.62 -1.50 0.11
H -2.39 3.93 -0.34 0.12
H -4.71 2.22 -1.38 0.07
H -4.41 3.92 -1.75 0.08
H -4.86 3.43 -0.10 0.08
H -0.96 0.36 1.76 0.05
H -2.03 -1.07 1.75 0.08
H -2.56 0.42 2.56 0.08
O 0.57 1.96 2.82 -0.28
S 1.13 3.15 3.40 0.57
O 1.96 4.01 2.62 -0.27
O 1.89 2.75 4.74 -0.26
C 2.87 1.69 4.67 -0.25
C 4.18 2.16 4.08 -0.07
C -0.15 4.10 4.15 -0.12
H 2.45 0.85 4.10 0.11
H 3.00 1.36 5.69 0.12
H 4.08 2.41 3.03 0.07
H 4.93 1.37 4.17 0.08
H 4.54 3.05 4.60 0.08
H -0.75 3.45 4.77 0.08
H -0.75 4.51 3.34 0.08
H 0.30 4.90 4.73 0.08

Which is most stable, and by how much? ii), by 7.7 kcal/mol.

i) 29
Properties=species:S:1:pos:R:3:lowdin_charge:R:1 method="wB97M-V/def2-TZVPD" charge=+1 spin_multiplicity=1 homo_ev=-12.09 homo_lumo_gap_ev=9.5
N 1.35 1.09 0.02 0.15
C 0.05 0.44 0.15 -0.29
C 0.38 -1.03 -0.26 -0.22
C -0.58 -2.18 0.15 -0.56
S -2.28 -1.96 -0.37 0.74
C -0.86 1.11 -0.89 -0.20
N -0.35 2.46 -1.20 -0.01
H 2.05 0.93 0.75 0.10
H 1.32 2.20 -0.08 0.20
H 1.78 0.82 -0.84 0.11
H -0.44 0.36 1.08 0.13
H 1.41 -1.45 0.07 0.13
H 0.43 -0.99 -1.38 0.11
H -0.49 -2.36 1.23 0.07
H -0.33 -3.20 -0.24 0.09
H -2.40 -3.07 -1.18 -0.10
H -0.77 0.50 -1.85 0.14
H -1.89 1.20 -0.54 0.09
H 0.11 2.76 -2.03 0.07
H -1.00 3.18 -0.84 0.11
H -3.34 0.42 2.14 0.12
H -3.25 0.39 0.69 -0.06
O -2.87 0.90 1.36 -0.07
H 2.43 2.04 2.70 0.02
H 3.56 1.21 3.03 0.08
O 3.03 1.48 2.27 -0.01
H 3.83 -1.53 -0.79 0.11
H 4.02 -0.44 -1.93 0.06
O 3.42 -0.70 -1.21 -0.09

ii) 29
Properties=species:S:1:pos:R:3:lowdin_charge:R:1 method="wB97M-V/def2-TZVPD" charge=+1 spin_multiplicity=1 homo_ev=-11.58 homo_lumo_gap_ev=8.8
N -1.21 0.07 1.14 0.17
C -0.01 -0.32 0.16 -0.19
C -0.37 0.86 -0.96 -0.22
C 0.86 1.50 -1.57 -0.61
S 1.18 0.80 -3.16 0.75
C -0.06 -1.80 -0.22 -0.18
N 0.43 -2.33 1.15 0.01
H -0.96 0.91 1.76 0.14
H -1.29 -0.61 1.88 0.13
H -2.17 0.19 0.78 0.13
H 0.98 -0.15 0.72 0.16
H -0.94 1.63 -0.46 0.10
H -1.12 0.48 -1.61 0.08
H 1.75 1.79 -1.02 0.06
H 0.46 2.54 -2.00 0.11
H 2.48 0.47 -3.03 -0.14
H -1.03 -2.27 -0.47 0.10
H 0.65 -2.10 -1.00 0.12
H 0.22 -3.25 1.10 0.01
H 1.51 -2.45 1.03 0.13
H 2.65 0.01 -0.69 -0.07
H 4.17 0.16 -0.47 0.18
O 3.22 0.69 -0.53 -0.10
H -0.50 1.73 4.05 0.02
H -0.98 2.95 3.24 0.04
O -0.44 2.20 3.27 0.02
H -3.89 -1.01 -1.07 -0.03
H -2.52 -1.69 -1.22 0.05
O -3.07 -1.01 -0.81 0.04

Which is most stable, and by how much? i), by 43.6 kcal/mol.

i) 19
Properties=species:S:1:pos:R:3:lowdin_charge:R:1 method="wB97M-V/def2-TZVPD" spin_multiplicity=1 homo_ev=-8.65 homo_lumo_gap_ev=9.4
C 2.04 -0.86 -0.25 -0.22
C 1.85 -2.17 -0.14 0.00
C -0.29 1.41 0.11 -0.25
C -0.60 0.42 -0.96 -0.46
C 2.09 1.32 0.44 -0.28
C -3.05 -0.39 0.40 -0.34
N 2.41 0.29 -0.52 0.07
N 0.78 1.81 0.61 0.03
S -1.41 -1.07 -0.25 0.77
H 0.99 -2.59 -0.73 0.05
H 2.44 -2.98 0.30 0.06
H -1.18 1.91 0.66 0.13
H 0.22 0.16 -1.61 0.06
H -1.45 0.84 -1.48 0.06
H 2.30 0.76 1.43 0.15
H 2.83 2.14 0.22 0.13
H -3.05 0.58 0.22 -0.05
H -3.94 -1.01 0.05 0.06
H -2.99 -0.59 1.49 0.03

ii) 19
Properties=species:S:1:pos:R:3:lowdin_charge:R:1 method="wB97M-V/def2-TZVPD" spin_multiplicity=1 homo_ev=-7.05 homo_lumo_gap_ev=7.9
C -1.69 0.47 0.67 -0.12
C 1.19 -0.28 0.74 -0.58
C -1.72 -1.83 -0.23 -0.22
C -0.52 -2.44 0.38 -0.49
C -1.34 1.82 0.66 -0.10
C 2.37 1.19 -0.77 -0.14
N -1.78 -0.55 0.01 0.04
N 1.80 0.79 0.49 -0.11
S 0.92 -1.66 -0.27 0.93
H -2.32 -2.35 -0.82 0.05
H 0.90 -0.54 1.80 0.10
H -0.68 -2.35 1.49 0.11
H -0.42 -3.43 0.09 0.04
H -0.25 1.85 1.15 0.13
H -2.01 2.35 1.31 0.07
H -1.05 2.22 -0.30 0.08
H 1.70 0.95 -1.62 0.08
H 3.41 0.90 -0.77 0.09
H 2.39 2.24 -0.69 0.05

Which is most stable, and by how much? i), by 18.4 kcal/mol.

i) 13
Properties=species:S:1:pos:R:3:lowdin_charge:R:1 method="wB97M-V/def2-TZVPD" spin_multiplicity=1 smiles="C=PC.C=P" homo_ev=-9.40 homo_lumo_gap_ev=9.5
C 1.96 0.44 -0.04 -0.49
C -1.83 -1.18 0.67 -0.39
C -1.29 0.81 -0.98 -0.46
P 3.53 0.06 -0.48 0.71
P -1.92 0.68 0.54 0.78
H 1.67 0.60 1.04 0.00
H 1.18 0.89 -0.63 -0.07
H -1.96 -1.57 -0.41 0.06
H -2.57 -1.37 1.49 0.02
H -0.85 -1.28 1.13 0.00
H -1.31 1.90 -1.47 0.04
H -0.73 0.20 -1.64 -0.02
H 4.11 -0.19 0.78 -0.17

ii) 13
Properties=species:S:1:pos:R:3:lowdin_charge:R:1 method="wB97M-V/def2-TZVPD" spin_multiplicity=1 homo_ev="-8.69 / -8.69" homo_lumo_gap_ev="8.6 / 8.6"
C -1.32 0.23 -0.91 -0.43
C 0.56 0.11 1.43 -0.26
C 0.60 -0.75 0.19 -0.47
P -2.24 1.01 0.21 0.74
P 1.90 -0.26 -1.02 0.75
H -1.48 0.01 -1.97 -0.03
H -0.46 0.52 1.50 -0.06
H 0.94 -0.34 2.36 0.08
H 1.19 1.03 1.41 0.06
H 0.25 -1.81 0.20 0.06
H -3.25 1.44 -0.64 -0.17
H 2.63 0.55 -0.18 -0.14
H 1.20 0.94 -1.18 -0.12

Which is most stable, and by how much? i), by 45.7 kcal/mol.